Entry 1:
{"formula": "C30H45Cl5MnO4Se2SiTe", "method": "ωB97M-V/def2-TZVPD", "symbols": ["Te", "Se", "Se", "Mn", "Cl", "Cl", "Cl", "Cl", "Cl", "Si", "O", "O", "O", "O", "C", "C", "C", "C", "C", "C", "C", "C", "C", "C", "C", "C", "C", "C", "C", "C", "C", "C", "C", "C", "C", "C", "C", "C", "C", "C", "C", "C", "C", "C", "H", "H", "H", "H", "H", "H", "H", "H", "H", "H", "H", "H", "H", "H", "H", "H", "H", "H", "H", "H", "H", "H", "H", "H", "H", "H", "H", "H", "H", "H", "H", "H", "H", "H", "H", "H", "H", "H", "H", "H", "H", "H", "H", "H", "H"], "xyz": [[0.479855, 3.263062, -1.919561], [-2.045876, 0.718964, -1.459835], [1.041015, -0.745819, -2.430049], [0.272885, 0.894958, -0.773687], [-2.422183, 3.476503, 0.461048], [2.210122, 0.884560, 0.420499], [-1.784564, 4.658532, 3.235775], [2.878627, 1.922268, 3.366819], [0.818422, 3.865745, 4.739229], [-0.731315, -1.846745, 1.067716], [0.519114, -2.011459, 2.083711], [-0.315350, -0.596800, 0.071783], [-2.116956, -1.484945, 1.813545], [-0.999521, -3.082748, 0.042699], [1.717531, -2.828251, 2.109468], [-2.043761, 0.508643, 3.164614], [-1.952850, -4.188239, -0.001026], [4.174183, 6.777612, -2.919442], [-0.649382, -0.948422, -3.407482], [1.123600, 1.907083, 1.338528], [-1.941915, -1.760617, 4.227117], [-1.830388, -0.953505, -2.462850], [-0.937487, 3.075603, 1.242613], [-3.188437, -3.719350, -0.765725], [2.956510, 5.450826, -4.513878], [-1.247922, -5.303310, -0.758138], [1.430347, 2.380647, 2.595711], [-2.566797, 1.845293, -2.958354], [-0.664758, 3.603446, 2.506396], [2.819270, 4.944565, -2.162881], [2.338194, -2.902447, 0.718275], [-4.044737, -0.984577, 3.102944], [1.360965, -4.224722, 2.599957], [3.808140, 6.507332, -4.230566], [3.679061, 5.999193, -1.884158], [2.110686, -0.078867, -3.911294], [2.259034, 4.087539, -1.057934], [1.586700, 3.467461, -3.762346], [-2.525355, -0.934851, 3.086764], [-2.360678, -4.670768, 1.387406], [2.466606, 4.660628, -3.481488], [-0.036793, 2.198248, 0.650296], [0.509267, 3.247296, 3.184413], [2.665330, -2.152210, 3.085346], [1.641737, -3.357575, 0.009071], [-2.414289, 0.991638, 4.072597], [-0.845802, -4.923949, -1.700184], [1.531542, 0.617495, -4.509980], [-2.987939, -5.557274, 1.293046], [0.689557, -4.705869, 1.888624], [-0.853764, -1.788988, 4.156928], [-2.322786, -2.782838, 4.186917], [-4.447796, -0.462903, 2.232562], [3.957461, 6.216591, -0.858030], [2.257553, -4.839435, 2.695657], [-2.668098, 2.864513, -2.598755], [-2.414693, 1.058026, 2.294574], [-0.947245, 0.536670, 3.169505], [-2.962749, -3.593797, -1.829183], [4.176913, 7.129647, -5.035847], [-1.733054, -1.714401, -1.692097], [-0.425198, -5.708892, -0.165518], [-4.392837, -2.018094, 3.079884], [2.675805, 5.239946, -5.540285], [-2.924057, -3.903118, 1.915519], [-1.949871, -6.110108, -0.973986], [-1.487153, -4.935894, 1.983373], [-3.988743, -4.454173, -0.675294], [1.984863, 4.659663, -0.174587], [2.170859, 2.577276, -3.979211], [3.249365, -3.501537, 0.747514], [-4.427888, -0.511346, 4.008015], [-2.762307, -1.105142, -3.006238], [-0.692083, -0.131301, -4.122933], [2.971903, -1.171644, 2.712243], [3.557890, -2.763499, 3.226535], [2.597796, -1.901278, 0.359507], [-1.846137, 1.801924, -3.770456], [-3.544498, -2.771886, -0.350067], [-3.536392, 1.483942, -3.295181], [2.176478, -2.019436, 4.052224], [0.887770, 3.643156, -4.577161], [2.422153, -0.927398, -4.513419], [-0.593166, -1.889295, -3.949919], [0.869532, -4.167247, 3.573443], [2.989298, 0.409009, -3.497633], [4.836043, 7.605715, -2.700666], [-2.223624, -1.325446, 5.186778], [2.929213, 3.281192, -0.769863]], "forces_ev_per_angstrom": [[0.4, 0.6, -0.4], [-0.6, -0.2, -0.2], [0.3, -0.5, -0.8], [-1.5, -0.9, -0.1], [0.1, 0.0, -0.1], [1.3, -0.1, 0.6], [0.0, 0.0, 0.1], [0.0, 0.0, 0.0], [0.0, 0.0, 0.0], [0.0, -0.3, 0.2], [0.0, -0.1, 0.0], [0.2, 0.7, -0.6], [0.0, 0.0, 0.0], [0.0, 0.0, 0.0], [0.1, -0.1, 0.0], [0.1, -0.1, -0.1], [-0.1, -0.2, -0.1], [0.0, 0.0, 0.0], [0.0, 0.1, 0.1], [-0.4, 0.5, 0.2], [0.0, 0.0, -0.2], [0.2, 0.1, 0.0], [0.0, -0.3, -0.2], [0.1, 0.1, 0.0], [0.0, 0.0, -0.1], [0.0, 0.0, 0.1], [0.2, -0.1, 0.0], [0.1, 0.0, 0.0], [0.0, 0.0, 0.0], [-0.1, 0.0, -0.1], [-0.1, 0.1, 0.0], [0.0, 0.0, -0.1], [-0.1, 0.1, 0.0], [0.0, 0.0, -0.1], [0.0, 0.0, 0.1], [-0.1, 0.0, 0.0], [0.0, 0.1, 0.1], [0.0, -0.1, 0.0], [0.0, 0.1, 0.2], [0.2, 0.2, 0.0], [0.0, 0.0, 0.1], [0.1, 0.4, 0.8], [-0.1, 0.1, 0.1], [0.0, 0.1, 0.0], [0.1, 0.0, 0.0], [0.1, 0.0, -0.1], [0.0, 0.0, 0.0], [0.0, 0.0, 0.0], [0.0, 0.0, 0.0], [0.0, -0.1, 0.0], [0.0, 0.0, 0.1], [0.0, 0.0, 0.0], [0.0, 0.0, 0.0], [0.0, 0.0, -0.1], [0.0, 0.0, 0.0], [0.0, 0.0, 0.1], [0.0, 0.0, 0.1], [-0.1, 0.0, 0.0], [0.0, 0.0, 0.1], [0.0, 0.0, 0.0], [0.0, 0.0, 0.0], [0.0, 0.0, -0.1], [0.0, 0.0, 0.0], [0.0, 0.0, 0.1], [0.0, 0.0, 0.0], [0.0, 0.0, 0.0], [0.0, 0.0, 0.0], [0.0, 0.0, 0.0], [0.0, 0.0, 0.0], [0.0, 0.0, 0.1], [0.0, 0.0, 0.0], [0.0, 0.0, 0.0], [-0.1, 0.0, 0.0], [0.0, 0.0, -0.1], [0.0, 0.0, 0.0], [0.0, 0.0, 0.0], [0.0, -0.1, 0.0], [0.0, 0.0, 0.0], [0.0, -0.1, 0.0], [0.0, 0.0, 0.0], [0.0, 0.0, 0.0], [-0.1, 0.0, 0.0], [0.0, 0.0, 0.0], [0.0, -0.1, 0.0], [0.0, 0.0, 0.0], [0.0, 0.0, 0.0], [0.0, 0.0, 0.0], [0.0, 0.0, 0.0], [0.0, -0.1, 0.0]], "lowdin_charge": [1.596, 1.105, 1.077, 0.062, 0.729, 0.877, 0.776, 0.792, 0.784, 0.033, -0.090, -0.461, -0.085, -0.113, -0.616, -0.013, -0.604, -0.044, -0.427, -0.631, -0.009, -0.432, -0.708, -0.022, -0.021, -0.018, -0.692, -0.323, -0.700, -0.294, -0.026, -0.015, -0.008, -0.045, -0.019, -0.317, -0.322, -0.330, -0.615, -0.011, -0.299, -0.438, -0.687, -0.020, 0.080, 0.107, 0.087, 0.024, 0.103, 0.066, 0.076, 0.093, 0.090, 0.126, 0.101, 0.015, 0.076, 0.089, 0.080, 0.119, 0.034, 0.088, 0.090, 0.125, 0.074, 0.100, 0.082, 0.101, 0.081, 0.041, 0.103, 0.098, 0.103, 0.066, 0.054, 0.100, 0.045, 0.030, 0.090, 0.058, 0.096, 0.073, 0.049, 0.098, 0.100, 0.040, 0.119, 0.101, 0.053], "homo_lumo_gap_ha": [0.2148, 0.2652], "e_above_lowest_kcal_mol": 6.40, "s2": 4.046, "charge": 2, "lumo_ev": [-8.3, -6.9], "multiplicity": 4, "e_homo_ev": [-14.16, -14.16]}

Entry 2:
{"formula": "C30H45FN3O5PS2", "method": "ωB97M-V/def2-TZVPD", "symbols": ["S", "S", "P", "F", "O", "O", "O", "O", "O", "N", "N", "N", "C", "C", "C", "C", "C", "C", "C", "C", "C", "C", "C", "C", "C", "C", "C", "C", "C", "C", "C", "C", "C", "C", "C", "C", "C", "C", "C", "C", "C", "C", "H", "H", "H", "H", "H", "H", "H", "H", "H", "H", "H", "H", "H", "H", "H", "H", "H", "H", "H", "H", "H", "H", "H", "H", "H", "H", "H", "H", "H", "H", "H", "H", "H", "H", "H", "H", "H", "H", "H", "H", "H", "H", "H", "H", "H"], "xyz": [[-1.055018, -2.493028, -4.079469], [1.311203, -4.719153, -4.709612], [-0.571060, 2.760220, -2.428091], [1.947531, -5.772115, -3.741734], [2.139745, -4.705047, -5.862662], [-0.343561, 4.024826, -3.476408], [3.748789, -3.811838, 1.264629], [-0.062044, -5.050401, -4.818452], [-2.438851, 5.048634, 4.171609], [1.741606, 1.154553, 0.405432], [-0.003003, -0.162822, -2.383043], [-1.878935, 3.327888, -1.450120], [-2.325209, 1.867553, -4.444985], [3.689167, -5.145956, 1.778123], [-4.134105, 6.184592, 5.367637], [-1.800622, 5.906314, 5.120561], [1.585176, -3.255104, -3.793499], [-1.542011, -0.798570, -4.219542], [-2.495142, -0.421482, -5.153009], [2.514071, 0.308611, -0.134415], [-2.900319, 0.901044, -5.261370], [-2.312234, -1.484920, 0.435434], [-2.828173, 6.959925, 5.510302], [2.887923, -3.068726, -3.340315], [0.945818, -1.155416, -2.757196], [0.608952, -2.293488, -3.505244], [-1.541429, 1.580219, 4.206746], [-3.843420, 5.312481, 4.154400], [2.725457, 0.288331, -1.631539], [-1.359549, 1.490619, -3.511912], [4.263476, -6.049396, 0.695852], [4.559339, -3.784627, 0.086961], [3.257593, -0.650244, 0.746982], [2.275260, -0.958748, -2.356504], [5.277052, -5.125528, 0.026560], [-2.288936, -0.380010, 2.762657], [-0.961839, 0.151453, -3.378779], [3.233724, -1.927372, -2.649320], [-1.249014, 0.760501, 2.930013], [-0.605285, -0.374355, -1.031085], [-2.017967, -0.942232, -0.977022], [-2.916196, -0.382270, 1.349791], [-1.512660, 3.338301, -0.504508], [3.116383, -0.323170, 1.769583], [-2.189313, -1.744001, -1.690108], [3.483276, -6.326054, -0.017016], [-0.903574, 6.333935, 4.671607], [1.315629, 1.746724, -0.310957], [6.195737, -5.087798, 0.616229], [-2.731893, -0.154635, -1.214943], [5.244571, -2.937303, 0.137143], [-1.502355, 5.303399, 5.985119], [-0.663843, 2.170868, 4.450596], [4.322832, -0.530877, 0.542400], [3.628260, -3.827499, -3.547915], [-3.037981, -2.286054, 0.308761], [-2.398348, 2.217306, 4.013360], [-0.435764, 3.711641, -4.383910], [4.242455, -1.759236, -2.305558], [-0.250121, 0.336956, 2.982074], [-3.092854, -0.259308, 3.483894], [-2.050712, 4.308023, -1.669513], [0.089878, -0.988842, -0.469874], [-2.743920, 0.565818, 0.847739], [-0.632730, 0.596025, -0.533500], [-4.085368, 5.835729, 3.222724], [-4.295956, 5.560950, 6.249734], [3.899841, -3.649029, -0.777112], [2.210272, 1.138179, -2.073000], [-2.935618, -1.171975, -5.794388], [-3.991464, -0.535971, 1.398755], [-2.619409, 2.905736, -4.506985], [2.932747, -1.673009, 0.591871], [5.536779, -5.420596, -0.989168], [-1.302961, 1.454833, 2.095155], [3.783711, 0.421334, -1.860177], [4.288763, -5.190614, 2.693301], [-2.806334, 7.789035, 4.799305], [-1.764964, -1.314139, 2.936594], [-5.010092, 6.817291, 5.233144], [-3.661251, 1.192654, -5.969629], [-2.662336, 7.363533, 6.507917], [2.656324, -5.388094, 2.029443], [-1.791629, 0.880238, 4.999741], [-4.387581, 4.367105, 4.171180], [4.698304, -6.964009, 1.095416], [-1.422691, -1.938317, 0.867113]], "forces_ev_per_angstrom": [[-0.2, 0.0, -0.2], [-0.2, 0.3, -0.9], [0.8, -0.5, 0.8], [0.1, -0.1, 0.3], [0.2, -0.1, 0.1], [-0.5, -0.3, -0.1], [0.1, -0.1, 0.0], [-0.1, -0.1, 0.3], [-0.1, 0.1, 0.0], [0.0, 0.2, 0.1], [-0.5, -0.9, 0.0], [0.4, 0.3, -0.3], [0.1, -0.7, 0.1], [0.1, 0.0, 0.1], [0.0, -0.1, 0.1], [0.0, -0.1, 0.1], [0.2, 0.4, 0.7], [0.6, 0.1, 0.4], [-0.2, 0.0, -0.1], [-0.3, 0.3, 0.1], [0.1, 0.3, 0.2], [-0.8, 0.6, -0.5], [0.0, 0.1, -0.1], [0.1, -0.1, -0.1], [0.5, 0.0, 0.1], [-0.4, 0.0, -0.2], [0.3, -0.7, -0.8], [0.0, 0.1, -0.1], [0.0, -0.1, -0.6], [-0.1, 0.5, 0.0], [-0.1, 0.0, -0.1], [-0.1, -0.1, -0.1], [0.2, 0.7, -0.3], [0.2, -0.2, 0.1], [0.1, 0.0, 0.1], [0.1, 1.0, -0.9], [-0.3, 0.9, -0.4], [-0.5, 0.0, 0.0], [-0.7, 0.0, 0.8], [-0.1, 0.4, -0.3], [0.1, -0.5, 0.3], [0.7, -1.1, 0.1], [-0.2, -0.1, 0.1], [-0.2, -0.2, 0.2], [0.3, 0.0, -0.2], [0.0, 0.0, 0.0], [0.0, 0.0, 0.0], [0.0, 0.0, 0.0], [0.0, 0.0, 0.0], [-0.1, 0.0, -0.1], [0.0, 0.0, 0.1], [0.0, 0.1, 0.0], [-0.1, 0.2, 0.3], [0.1, -0.4, -0.1], [0.1, 0.0, 0.0], [0.0, -0.2, 0.2], [-0.1, 0.2, 0.2], [0.0, 0.2, -0.1], [0.2, -0.1, -0.1], [0.2, 0.1, -0.2], [0.1, -0.1, 0.3], [-0.4, -0.1, -0.1], [0.1, -0.2, 0.1], [-0.1, 0.3, 0.2], [0.1, 0.1, 0.2], [-0.1, 0.0, 0.0], [0.0, 0.0, 0.0], [0.1, 0.0, 0.0], [-0.2, 0.1, 0.1], [0.0, -0.1, -0.1], [-0.1, 0.1, 0.0], [-0.1, 0.1, -0.1], [0.1, -0.2, 0.1], [0.0, 0.0, 0.0], [0.2, -0.1, -0.3], [0.2, -0.1, 0.2], [0.0, -0.1, 0.0], [0.0, 0.0, 0.0], [-0.3, -0.3, 0.2], [0.0, 0.0, 0.0], [0.0, -0.1, -0.1], [0.0, 0.0, 0.0], [0.0, 0.1, 0.0], [0.1, 0.1, 0.4], [0.1, 0.0, 0.0], [0.0, 0.0, 0.0], [0.2, 0.1, 0.1]], "lowdin_charge": [1.097, 0.628, 0.865, -0.141, -0.235, -0.306, -0.155, -0.288, -0.154, 0.152, -0.058, -0.163, -0.089, -0.196, -0.172, -0.206, -0.284, -0.431, -0.083, -0.423, -0.071, -0.182, -0.173, -0.059, -0.164, -0.358, -0.106, -0.208, -0.083, -0.269, -0.166, -0.217, -0.026, -0.119, -0.162, -0.198, -0.265, -0.029, -0.250, -0.144, -0.179, -0.187, 0.009, 0.081, 0.081, 0.113, 0.116, 0.006, 0.115, 0.114, 0.115, 0.118, 0.068, 0.085, 0.120, 0.104, 0.058, 0.039, 0.118, 0.093, 0.096, 0.033, 0.121, 0.086, 0.081, 0.116, 0.114, 0.094, 0.098, 0.109, 0.103, 0.104, 0.064, 0.112, 0.084, 0.123, 0.118, 0.113, 0.098, 0.110, 0.105, 0.111, 0.118, 0.066, 0.114, 0.112, 0.103], "homo_lumo_gap_ha": 0.3055, "charge": 0, "lumo_ev": 0.2, "smiles": "[H]/N=C(/C)Cc1ccc(S(=O)(=O)F)c2c1N(CCCCCCC)c1c(cccc1P(N)O)S2.C1CCOC1.C1CCOC1", "multiplicity": 1, "e_homo_ev": -8.13}

Question: What is the multiplicity in the second record?
Answer: 1